Model P:
Density functional theory data (the ωB97M-V functional and the def2-TZVPD basis) for 2 unconnected molecules or ions with the total composition C4H11NO3.

Each line ends with the natural charge from an NBO analysis.
CARTESIAN COORDINATES (ANGSTROEM)
1 H 0.97 -2.53 -2.52  0.263
2 C 0.65 1.14 1.18  -0.079
3 C -0.13 -1.66 -0.92  0.806
4 H 1.35 0.98 0.36  0.189
5 H 1.64 -2.78 -0.88  0.269
6 H -0.30 2.59 -0.07  0.236
7 H -2.37 1.48 -0.30  0.429
8 H -0.63 0.08 -1.10  0.472
9 H 2.18 1.96 2.03  0.491
10 H -1.84 0.17 0.62  0.429
11 H -1.07 2.41 1.49  0.286
12 O 1.23 1.96 2.18  -0.692
13 N -1.56 0.95 0.05  -0.535
14 C 0.74 -2.77 -1.49  -0.681
15 O -0.05 -0.54 -1.62  -0.605
16 H 0.20 -3.71 -1.38  0.267
17 C -0.60 1.85 0.67  -0.284
18 O -0.80 -1.77 0.07  -0.437
19 H 0.39 0.17 1.61  0.177

The HOMO energy (spin up / spin down) comes out at -14.7 / -14.6 eV. As for the expectation value of S²: 0.7587. The value obtained for the lowest unoccupied orbital energy (spin up / spin down) is -3.0 / -9.5 eV. As for the total charge: +1. Its molar mass is 121.14 g mol⁻¹. The value obtained for the HOMO-LUMO gap (spin up / spin down) is 11.64 / 5.14 eV. As for the spin multiplicity: 2.

Model Q:
Density functional theory data (the ωB97M-V functional and the def2-TZVPD basis) for 2 unconnected molecules or ions with the total composition C4H11NO3.

Each line ends with the natural charge from an NBO analysis.
CARTESIAN COORDINATES (ANGSTROEM)
1 H 2.25 -3.28 -0.21  0.466
2 H -3.56 0.40 -1.05  0.231
3 O 2.07 -3.03 0.73  -0.911
4 H 2.02 -2.03 0.51  0.444
5 H -3.59 -1.03 -0.46  0.248
6 H -0.52 1.64 1.79  0.301
7 O 1.69 1.97 -0.30  -0.417
8 N -1.31 0.16 0.44  -0.086
9 H 2.34 -0.18 0.32  0.507
10 H -0.88 -0.99 -1.09  0.270
11 H -0.92 2.11 0.08  0.259
12 C -1.51 -0.12 -1.00  -0.269
13 C -0.46 1.38 0.64  -0.387
14 H -0.95 -0.63 0.93  0.427
15 O 1.45 -0.11 0.59  -0.776
16 C -3.04 -0.46 -1.27  -0.616
17 H -1.21 0.71 -1.69  0.247
18 H -3.19 -0.96 -2.28  0.272
19 C 0.96 1.28 0.29  0.791

The HOMO energy (spin up / spin down) comes out at -14.5 / -14.5 eV. As for the expectation value of S²: 0.7546. The value obtained for the lowest unoccupied orbital energy (spin up / spin down) is -3.6 / -8.8 eV. As for the total charge: +1. Its molar mass is 121.14 g mol⁻¹. The value obtained for the HOMO-LUMO gap (spin up / spin down) is 10.87 / 5.66 eV. As for the spin multiplicity: 2.

Referenced to the most stable arrangement, the calculated values in kcal/mol are model P 0.0; model Q 27.9.

Model P:
Density functional theory data (the ωB97M-V functional and the def2-TZVPD basis) for a molecular structure, C3H12AlN6O3.

Each line ends with the natural charge from an NBO analysis.
CARTESIAN COORDINATES (ANGSTROEM)
1 H -1.38 4.17 3.64  0.446
2 O 1.85 0.29 -2.59  -0.584
3 C -0.71 2.41 2.77  0.769
4 H 1.30 -2.09 -4.66  0.436
5 C 1.98 -0.75 -3.24  0.765
6 N -0.42 -1.79 1.20  -0.720
7 N 3.04 -1.58 -3.05  -0.611
8 H 0.53 -1.48 1.33  0.429
9 O -0.33 1.85 1.70  -0.624
10 N -2.34 -1.71 -0.07  -0.702
11 H -2.54 -2.58 0.39  0.436
12 H -0.60 0.77 4.03  0.436
13 N 1.10 -1.25 -4.14  -0.728
14 O -0.47 -0.44 -0.59  -0.576
15 H -0.95 4.20 1.93  0.418
16 Al 0.45 2.11 -0.92  1.465
17 N -1.07 3.71 2.80  -0.754
18 H 3.21 -2.45 -3.54  0.446
19 H -0.78 -2.52 1.80  0.438
20 H -1.13 2.26 4.75  0.441
21 H -2.76 -1.47 -0.96  0.444
22 N -0.81 1.75 3.94  -0.706
23 C -1.10 -1.23 0.17  0.754
24 H 0.23 -0.80 -4.38  0.438
25 H 3.71 -1.39 -2.31  0.443

The HOMO energy comes out at -19.9 eV. The value obtained for the lowest unoccupied orbital energy is -17.0 eV. As for the total charge: +3. Its molar mass is 207.15 g mol⁻¹. The value obtained for the HOMO-LUMO gap is 2.92 eV.

Model Q:
Density functional theory data (the ωB97M-V functional and the def2-TZVPD basis) for a molecular structure, C3H12AlN6O3.

Each line ends with the natural charge from an NBO analysis.
CARTESIAN COORDINATES (ANGSTROEM)
1 N -17.00 -0.32 -18.58  -0.717
2 H -24.69 -0.40 -18.34  0.433
3 H -25.43 4.24 -15.44  0.436
4 O -19.06 -0.24 -17.68  -0.604
5 N -17.67 -2.04 -17.25  -0.660
6 C -23.61 -1.05 -16.76  0.750
7 Al -21.12 1.57 -18.32  1.446
8 O -22.50 -0.64 -17.23  -0.535
9 H -24.75 5.45 -16.93  0.428
10 H -24.77 2.61 -15.13  0.437
11 N -23.71 -1.71 -15.61  -0.684
12 O -23.54 2.62 -17.42  -0.599
13 H -22.88 -1.93 -15.08  0.445
14 H -24.57 -2.21 -15.40  0.442
15 H -16.76 -2.47 -17.19  0.462
16 H -16.25 -0.97 -18.80  0.430
17 C -24.27 3.51 -16.89  0.762
18 H -18.48 -2.48 -16.82  0.437
19 N -24.75 -0.87 -17.45  -0.754
20 H -17.17 0.48 -19.16  0.432
21 N -24.94 3.40 -15.72  -0.754
22 H -25.61 -1.17 -17.03  0.433
23 H -23.99 4.92 -18.41  0.446
24 N -24.33 4.71 -17.49  -0.680
25 C -17.97 -0.86 -17.80  0.767

The HOMO energy comes out at -19.8 eV. The value obtained for the lowest unoccupied orbital energy is -16.9 eV. As for the total charge: +3. Its molar mass is 207.15 g mol⁻¹. The value obtained for the HOMO-LUMO gap is 2.88 eV.

Referenced to the most stable arrangement, the calculated values in kcal/mol are model P 0.0; model Q 3.7.

Model P:
Density functional theory data (the ωB97M-V functional and the def2-TZVPD basis) for a gas-phase ion, C3H8N3O (charge +1).

Each line ends with the natural charge from an NBO analysis.
CARTESIAN COORDINATES (ANGSTROEM)
1 H -2.43 1.14 -0.76  0.301
2 H -3.09 0.30 0.65  0.279
3 C -2.26 0.18 -0.12  -0.725
4 C 1.40 -0.30 0.16  0.740
5 C -0.96 0.22 0.56  0.262
6 H -2.34 -0.65 -0.81  0.241
7 N 2.34 -1.31 0.24  -0.778
8 H -0.25 -1.29 -0.61  0.434
9 O 1.63 0.95 -0.19  -0.240
10 H -0.83 0.59 1.57  0.237
11 N 0.67 1.86 -0.27  -0.412
12 H 3.40 -1.23 0.20  0.472
13 H 0.76 2.41 -1.15  0.356
14 H 1.90 -2.26 0.40  0.442
15 N 0.05 -0.62 0.15  -0.608

The HOMO energy (spin up / spin down) comes out at -12.1 / -13.1 eV. The value obtained for the lowest unoccupied orbital energy (spin up / spin down) is -4.8 / -4.8 eV. As for the total charge: +1. Its molar mass is 102.12 g mol⁻¹. The value obtained for the HOMO-LUMO gap (spin up / spin down) is 7.28 / 8.37 eV.

Model Q:
Density functional theory data (the ωB97M-V functional and the def2-TZVPD basis) for a molecular structure, C3H8N3O.

Each line ends with the natural charge from an NBO analysis.
CARTESIAN COORDINATES (ANGSTROEM)
1 C -0.05 0.65 -0.58  -0.237
2 H -1.34 -1.76 1.39  0.248
3 C -0.81 -1.58 0.47  -0.116
4 H 2.28 2.06 0.50  0.417
5 N 2.29 1.05 0.45  -0.785
6 H -1.89 0.14 0.26  0.451
7 N 0.83 -0.76 0.98  0.101
8 H 2.98 0.59 1.04  0.434
9 C 1.12 0.40 0.37  0.280
10 H 0.29 0.49 -1.61  0.240
11 H -0.45 1.66 -0.50  0.239
12 N -1.18 -0.36 -0.28  -0.524
13 H -1.60 -0.61 -1.18  0.451
14 O 1.51 -1.39 1.78  -0.441
15 H -0.52 -2.43 -0.12  0.243

The HOMO energy comes out at -12.1 eV. The value obtained for the lowest unoccupied orbital energy is -4.0 eV. As for the total charge: +1. Its molar mass is 102.12 g mol⁻¹. The value obtained for the HOMO-LUMO gap is 8.03 eV.

Referenced to the most stable arrangement, the calculated values in kcal/mol are model P 18.3; model Q 0.0.

Model P:
Density functional theory data (the ωB97M-V functional and the def2-TZVPD basis) for 2 unconnected molecules or ions with the total composition C3H11N4.

Each line ends with the natural charge from an NBO analysis.
CARTESIAN COORDINATES (ANGSTROEM)
1 H 0.46 0.43 1.22  0.214
2 N -3.07 -1.14 1.52  -0.660
3 C 0.76 -0.01 0.12  -0.234
4 H 2.00 0.09 -1.52  0.193
5 N 3.10 -0.15 0.36  -0.834
6 H -2.95 0.55 -1.34  0.433
7 H -0.69 1.04 -0.74  0.421
8 H -3.53 -1.44 2.36  0.468
9 N -2.87 0.40 -0.37  -0.855
10 H -0.41 -0.32 -1.53  0.411
11 H 3.46 0.52 1.12  0.390
12 H -1.37 -0.16 -0.19  0.454
13 H 3.92 -0.40 -0.23  0.395
14 H 0.65 -1.05 0.39  0.225
15 H 2.09 1.61 -0.59  0.184
16 N -0.51 0.08 -0.68  -0.658
17 C -3.14 -0.48 0.52  0.685
18 C 2.10 0.43 -0.41  -0.231

The HOMO energy comes out at -13.4 eV. The value obtained for the lowest unoccupied orbital energy is -3.2 eV. As for the total charge: +1. Its molar mass is 103.15 g mol⁻¹. The value obtained for the HOMO-LUMO gap is 10.22 eV.

Model Q:
Density functional theory data (the ωB97M-V functional and the def2-TZVPD basis) for 2 unconnected molecules or ions with the total composition C3H11N4.

Each line ends with the natural charge from an NBO analysis.
CARTESIAN COORDINATES (ANGSTROEM)
1 H 0.96 0.64 -0.33  0.212
2 H 1.85 2.62 -1.12  0.219
3 C 0.93 3.18 -1.09  -0.415
4 N -0.08 2.42 -0.36  -0.523
5 N -0.66 0.55 0.90  -0.747
6 H -0.88 2.96 -0.06  0.416
7 H 0.17 -4.49 0.30  0.403
8 H -0.34 -0.47 1.16  0.452
9 H 0.98 -2.42 1.37  0.370
10 H 1.12 4.13 -0.60  0.231
11 C -0.58 -2.59 0.25  0.336
12 H -1.25 1.08 1.53  0.410
13 H 0.61 3.37 -2.12  0.225
14 C 0.10 1.18 0.05  0.391
15 N 0.08 -1.99 1.18  -0.782
16 N -0.40 -3.84 -0.22  -0.782
17 H -1.43 -2.07 -0.18  0.174
18 H -1.19 -4.28 -0.67  0.409

The HOMO energy comes out at -13.4 eV. The value obtained for the lowest unoccupied orbital energy is -2.7 eV. As for the total charge: +1. Its molar mass is 103.15 g mol⁻¹. The value obtained for the HOMO-LUMO gap is 10.72 eV.

Referenced to the most stable arrangement, the calculated values in kcal/mol are model P 86.8; model Q 0.0.